(1)
A structure of composition C24H23N3O4S2 in a non-equilibrium geometry, computed with ωB97M-V with the def2-TZVPD basis set.

```
56
Properties=species:S:1:pos:R:3:mulliken_charge:R:1
C 0.627 1.336 2.909 -0.630
H 2.592 -0.774 -3.697 0.355
C -0.803 -2.322 0.635 -0.872
H 0.499 -4.494 -4.471 0.501
O -0.828 -2.747 -3.982 -0.729
C -3.267 5.197 5.383 -0.729
H -1.913 -1.015 1.915 0.445
C -1.337 -0.479 -1.366 -0.497
N 1.093 1.054 -0.664 -0.788
H -1.516 0.225 -2.162 0.431
O 2.756 -1.344 -0.493 -0.619
H -2.411 0.609 0.129 0.409
H -0.026 1.829 4.891 0.457
C 2.381 -0.844 -1.535 0.867
C -0.101 2.044 3.837 -0.691
S 0.031 -1.829 -3.305 1.490
H 1.920 0.076 0.985 0.466
H -0.420 2.872 0.097 0.445
H -2.126 6.380 2.683 0.379
C 1.763 -3.846 -2.876 0.072
C -0.324 -2.543 -0.647 -0.102
C 2.589 -4.248 -1.828 0.027
O -1.632 3.704 4.429 -0.427
O 0.212 -0.523 -3.885 -0.715
H -3.288 4.340 3.372 0.388
H -0.589 -3.036 1.415 0.432
S -3.072 6.948 4.890 -0.169
C 2.782 -5.596 -1.579 -0.870
H 2.303 -7.602 -2.154 0.392
H 3.065 -3.515 -1.196 0.387
C -1.070 3.368 2.074 -0.197
C -1.982 6.069 3.714 -0.680
C -0.585 -1.609 -1.629 0.281
H -1.716 4.162 1.735 0.357
H 0.251 -3.426 -0.875 0.348
H -4.301 4.891 5.512 0.334
N 1.568 -2.484 -3.180 0.261
H -2.688 4.979 6.278 0.292
H 1.328 0.567 -2.556 0.426
H 1.287 0.546 3.234 0.404
C 2.609 -1.515 -2.894 -1.428
C 1.138 -4.809 -3.664 -0.360
H 0.834 -6.890 -4.008 0.389
C -0.342 2.648 1.149 -0.983
N 1.694 0.324 -1.637 0.152
C 1.327 -6.152 -3.393 -0.710
H 3.425 -5.895 -0.765 0.399
C 0.516 1.623 1.546 0.940
C -2.566 4.704 4.115 0.057
C -1.828 -0.272 -0.088 -0.488
H 3.572 -2.029 -2.889 0.663
C 2.152 -6.552 -2.355 -0.427
C -0.960 3.068 3.430 0.845
C -1.549 -1.188 0.914 -0.468
C 1.264 0.842 0.582 -0.846
H -0.937 6.176 4.002 0.333
```

gap between HOMO and LUMO = 8.52 eV
E = -2189.90751 Eh
F_max = 1.161 eV Å⁻¹
LUMO level = 0.177 eV
charge = 0
HOMO = -8.346 eV
energy above the lowest of the compared OMol25 structures with the same formula, charge and spin = 3.922 eV

(2)
A structure of composition C24H23N4O3RuSe3Te, computed with ωB97M-V with the def2-TZVPD basis set.

```
59
Properties=species:S:1:pos:R:3:mulliken_charge:R:1
H -4.402 3.607 -2.495 0.595
H 1.559 -3.223 -1.562 0.426
Ru -0.193 0.103 -0.090 0.129
H -4.123 1.341 -3.456 0.441
H 1.911 -1.510 -1.345 0.382
H 0.533 6.029 -2.703 0.537
Se 2.671 -2.808 3.765 -0.079
H -0.698 -2.590 -1.152 0.210
N -4.015 6.030 -1.711 -0.250
C 0.931 -1.953 -3.205 -0.983
H 1.654 2.134 -0.355 0.462
C -3.550 1.659 -2.596 -1.298
H 0.551 1.344 -5.017 0.470
C 0.022 -0.747 -3.440 -0.198
O 0.014 -1.988 -0.920 -0.257
O -0.363 1.667 1.095 -0.592
C 0.797 1.564 -3.987 -1.144
C -0.764 5.989 -4.398 0.681
C 1.318 2.793 -3.633 -0.250
N -4.107 5.448 -0.615 -0.675
H -1.295 5.961 -1.055 0.467
H -4.138 6.112 -4.240 0.488
C -3.108 6.033 -3.913 -0.647
C -2.657 0.756 -2.001 -0.422
H -0.239 -0.706 -4.496 0.535
C -2.483 4.644 0.999 -0.428
Te 2.973 -0.592 4.528 0.045
H 1.904 -1.812 -3.684 0.363
H -2.685 5.537 1.579 0.438
N -1.917 1.050 -0.953 -0.474
C -3.702 2.906 -2.061 -0.554
H 1.468 3.571 -4.374 0.487
C -2.852 5.943 -2.555 -0.204
C -2.077 6.027 -4.845 -0.575
N 0.850 0.820 -1.723 0.847
H -0.526 5.196 -6.938 0.362
C -0.498 5.978 -3.029 -0.299
C -2.962 3.263 -0.913 0.929
C -1.527 5.938 -2.112 -0.034
C 1.411 2.005 -1.398 -0.404
C 0.108 6.024 -6.612 -0.965
H -2.595 -0.256 -2.376 0.663
C -1.531 3.714 1.461 -0.733
Se 1.612 -0.414 1.450 0.089
H -2.311 6.090 -5.898 0.476
Se 1.709 -2.649 1.685 0.223
H 2.098 3.930 -1.978 0.500
C -3.122 4.479 -0.194 -0.095
H -0.902 -0.911 -2.894 -0.453
C 1.184 -2.214 -1.735 -0.493
H 0.465 -2.818 -3.682 0.369
C -2.061 2.304 -0.404 0.005
C 1.659 3.004 -2.309 -1.060
H 1.086 5.934 -7.073 0.244
C -1.274 2.571 0.743 1.199
O 0.327 5.986 -5.208 -0.420
H -0.349 6.969 -6.913 0.402
C 0.580 0.585 -3.027 1.019
H -0.999 3.884 2.387 0.502
```

gap between HOMO and LUMO (spin up / spin down) = 4.41 / 4.41 eV
E = -8940.03741 Eh
F_max = 0.972 eV Å⁻¹
LUMO level (spin up / spin down) = -5.393 / -5.394 eV
charge = +1
HOMO (spin up / spin down) = -9.800 / -9.800 eV
energy above the lowest of the compared OMol25 structures with the same formula, charge and spin = 0.747 eV

(3)
An isolated molecule of C24H23N5O2 in a non-equilibrium geometry, computed with ωB97M-V with the def2-TZVPD basis set.

```
54
Properties=species:S:1:pos:R:3:mulliken_charge:R:1
C -2.478 3.900 -0.324 -0.359
H -1.966 -3.546 4.080 0.341
H -3.077 2.498 2.889 0.330
N 1.065 0.870 -1.149 0.332
H -0.605 1.627 -3.254 0.338
H -3.122 3.717 -1.187 0.240
C -1.760 2.627 0.013 0.148
C -1.460 0.657 1.302 -0.384
O -4.150 3.277 1.310 -0.408
H 2.991 0.905 -3.795 0.636
N -0.692 2.316 -0.721 -0.506
C -3.408 2.222 1.869 -1.161
C -3.848 -3.548 0.723 -0.608
C -2.205 -2.574 2.188 0.490
H -1.753 4.666 -0.597 0.387
H -3.662 -5.267 3.622 0.374
C 2.533 0.745 -2.839 -1.262
C -3.449 -4.514 2.879 -0.554
H -4.876 -5.270 1.475 0.378
C 5.325 -0.861 -2.565 0.082
H 5.509 -1.236 -4.559 0.215
H -2.667 -1.830 0.238 0.368
H -4.008 5.145 0.595 0.332
H 3.803 -1.488 1.735 0.407
C 3.078 0.013 -1.742 0.496
H -0.369 -1.558 1.734 0.308
C -3.328 4.335 0.869 -0.635
C 0.391 2.068 -3.264 -1.495
C -2.493 -3.544 3.136 -0.538
C -0.057 1.199 -0.410 -0.149
C 3.582 -1.070 0.764 -1.023
H -4.115 1.388 1.950 0.431
H 0.304 3.074 -2.860 0.260
H -0.779 -1.607 3.470 0.366
C 4.515 -1.193 -0.259 -0.554
H -2.626 -0.016 2.815 0.302
C 2.134 0.116 -0.692 0.103
N -1.764 -0.178 2.319 -0.083
H -4.376 -3.547 -0.219 0.388
C -1.185 -1.498 2.458 -0.719
C 2.380 -0.419 0.563 -0.502
C -2.892 -2.583 0.980 -0.183
H 5.451 -1.700 -0.084 0.485
H 0.751 2.121 -4.288 0.387
N -0.396 0.358 0.558 -0.307
N 4.849 -1.040 -3.824 -0.383
H 1.660 -0.315 1.357 0.461
C -2.207 1.831 1.052 1.315
C -4.129 -4.516 1.674 -0.430
H 3.870 -1.163 -4.003 0.238
H -2.677 4.675 1.689 0.328
C 4.280 -0.674 -1.523 0.553
C 1.334 1.258 -2.452 1.064
O 6.514 -0.873 -2.322 -0.641
```

gap between HOMO and LUMO = 8.43 eV
E = -1352.69555 Eh
F_max = 1.174 eV Å⁻¹
SMILES string = Cc1cc2c(C(N)=O)cccc2n1-c1nc2c(c(NCc3ccccc3)n1)COCC2
LUMO level = 0.510 eV
charge = 0
HOMO = -7.922 eV
energy above the lowest of the compared OMol25 structures with the same formula, charge and spin = 0.000 eV

Q: Which value of energy above the lowest of the compared OMol25 structures with the same formula, charge and spin does entry 3 give?
A: 0.000 eV